Record 1
Entry from OMol25: a molecular structure, C30H22FIrN2OS (ωB97M-V/def2-TZVPD).

Results
2S+1 ... 1
LUMO level ... -6.8 eV
Charge ... +2
Energy relative to the best compared isomer or geometry (same formula, charge and spin) ... 0.0 kJ/mol

Cartesian coordinates (Å):
Ir -0.740 -0.024 0.102
C -2.902 3.369 1.713
C -2.605 2.157 1.080
N -1.359 1.726 0.959
C -0.365 2.478 1.492
C -0.564 3.690 2.142
C -1.895 4.139 2.241
C 0.593 4.361 2.670
C 1.830 3.821 2.567
C 2.039 2.552 1.926
C 3.269 1.876 1.818
C 3.313 0.644 1.208
C 2.148 0.072 0.694
N 0.981 0.701 0.777
C 0.927 1.914 1.384
H -3.935 3.680 1.781
H -3.384 1.533 0.663
H -2.119 5.076 2.734
H 0.458 5.315 3.164
H 2.686 4.340 2.977
H 4.170 2.322 2.219
H 4.241 0.099 1.117
H 2.150 -0.894 0.207
F -2.595 -3.026 5.054
C -2.167 -2.355 3.986
C -1.183 -1.396 4.146
C -0.733 -0.697 3.036
C -1.261 -0.973 1.780
C -2.259 -1.936 1.643
C -2.723 -2.631 2.751
H -0.782 -1.203 5.132
H 0.031 0.055 3.182
H -2.715 -2.144 0.680
H -3.503 -3.376 2.664
O -0.559 -1.662 -1.019
S -0.237 -3.164 -0.686
C -1.706 -4.014 -1.201
C -2.607 -3.444 -2.088
C -3.720 -4.184 -2.458
C -3.910 -5.463 -1.949
C -2.996 -6.014 -1.062
C -1.883 -5.284 -0.672
C 0.938 -3.614 -1.921
C 1.998 -4.401 -1.490
C 2.925 -4.836 -2.428
C 2.786 -4.466 -3.757
C 1.722 -3.665 -4.168
C 0.780 -3.238 -3.251
H -2.444 -2.452 -2.486
H -4.437 -3.762 -3.149
H -4.780 -6.034 -2.246
H -3.152 -7.007 -0.665
H -1.171 -5.701 0.031
H 2.099 -4.672 -0.447
H 3.754 -5.456 -2.118
H 3.511 -4.804 -4.485
H 1.626 -3.385 -5.208
H -0.059 -2.629 -3.559

Cartesian forces (eV/Å) of the 3 atoms listed first:
Ir -0.105 0.209 0.684
C -0.038 0.016 0.014
C 0.041 0.001 -0.048

***

Record 2
Entry from OMol25: a molecular structure, C30H22IN2O10PbS2 at a distorted geometry (ωB97M-V/def2-TZVPD).

Results
2S+1 ... 2
LUMO level (alpha / beta) ... 3.7 / 3.3 eV
Charge ... -2
Energy relative to the best compared isomer or geometry (same formula, charge and spin) ... 40.2 kJ/mol
Expectation value of S² ... 0.771

Cartesian coordinates (Å):
Pb -0.361 -0.044 0.521
I -0.142 -2.764 1.655
C 1.224 -2.185 3.173
C 1.574 -3.088 4.143
C 2.505 -2.740 5.129
C 3.083 -1.502 5.127
C 2.737 -0.544 4.152
C 3.327 0.737 4.136
C 2.993 1.659 3.184
C 2.029 1.338 2.213
C 1.443 0.111 2.212
C 1.769 -0.880 3.149
H 1.134 -4.072 4.142
H 2.765 -3.463 5.889
H 3.818 -1.236 5.878
H 4.060 0.967 4.900
H 3.454 2.639 3.165
H 1.763 2.067 1.463
O -1.781 -2.112 -0.619
N -1.875 -2.108 -1.895
C -1.831 -3.262 -2.577
C -2.016 -3.307 -3.938
C -2.210 -2.126 -4.645
C -2.205 -0.941 -3.947
C -2.056 -0.924 -2.560
S -2.208 0.530 -1.675
H -1.675 -4.135 -1.964
H -2.019 -4.262 -4.436
H -2.370 -2.137 -5.713
H -2.368 0.005 -4.434
O 2.308 3.548 -0.988
C 1.494 2.658 -1.254
O 0.699 2.094 -0.476
C 1.459 2.224 -2.743
C 1.918 3.122 -3.706
C 1.962 2.765 -5.034
C 1.550 1.487 -5.419
C 1.088 0.580 -4.465
C 1.042 0.955 -3.138
N 1.625 1.121 -6.784
O 1.184 0.033 -7.133
O 2.137 1.909 -7.577
H 2.245 4.098 -3.375
H 2.321 3.445 -5.791
H 0.782 -0.410 -4.769
H 0.725 0.259 -2.380
O -2.754 -1.045 3.516
C -2.603 0.116 3.151
O -1.669 0.608 2.459
C -3.651 1.149 3.584
C -3.591 2.432 3.059
C -4.544 3.373 3.399
C -5.568 3.039 4.272
C -5.628 1.761 4.805
C -4.673 0.819 4.462
H -2.784 2.660 2.379
H -4.497 4.370 2.981
H -6.321 3.774 4.536
H -6.430 1.501 5.487
H -4.700 -0.187 4.855
C 3.224 -1.834 -2.300
S 1.885 -2.312 -1.151
O 2.550 -2.897 -0.004
O 1.024 -3.211 -1.894
O 1.253 -1.009 -0.879
H 3.913 -2.660 -2.404
H 3.703 -0.971 -1.863
H 2.762 -1.584 -3.244

Cartesian forces (eV/Å) of the 3 atoms listed first:
Pb -0.144 1.189 0.056
I 0.143 -0.942 1.313
C -0.416 -0.499 -0.197

***

Record 3
Entry from OMol25: a molecular structure, C30H22N5O5Pt (ωB97M-V/def2-TZVPD).

Results
2S+1 ... 1
LUMO level ... 2.3 eV
Charge ... -1

Cartesian coordinates (Å):
Pt -0.169 0.463 -0.364
O -5.643 0.269 0.023
C -5.274 -1.021 -0.196
C -6.250 -2.015 -0.253
C -5.917 -3.337 -0.482
C -4.588 -3.687 -0.669
C -3.619 -2.700 -0.614
C -3.926 -1.361 -0.372
C -2.776 -0.411 -0.311
O -1.623 -0.927 -0.578
N -2.978 0.836 0.013
N -1.755 1.505 0.007
C -1.772 2.776 0.190
C -0.617 3.638 0.217
C -0.866 5.012 0.405
C 0.139 5.944 0.448
C 1.464 5.504 0.302
C 1.747 4.176 0.122
C 0.727 3.190 0.064
O 1.109 1.963 -0.115
H -6.603 0.294 0.088
H -7.290 -1.734 -0.114
H -6.696 -4.089 -0.519
H -4.308 -4.716 -0.852
H -2.574 -2.938 -0.764
H -2.753 3.219 0.335
H -1.899 5.325 0.518
H -0.083 6.993 0.590
H 2.275 6.222 0.329
H 2.766 3.827 0.010
C 8.966 -10.407 -0.716
O 7.751 -10.497 -0.006
C 6.906 -9.421 -0.079
C 5.654 -9.585 0.503
C 4.749 -8.540 0.499
C 5.061 -7.319 -0.094
C 6.308 -7.172 -0.690
C 7.232 -8.209 -0.677
N 4.064 -6.301 -0.018
N 4.366 -5.266 -0.661
C 3.527 -4.165 -0.630
C 4.075 -3.036 -1.235
C 3.439 -1.816 -1.294
C 2.166 -1.627 -0.724
O 1.581 -0.510 -0.850
C 1.593 -2.769 -0.008
N 0.463 -2.522 0.679
C -0.153 -3.515 1.266
C 0.283 -4.844 1.158
C 1.469 -5.103 0.522
C 2.216 -4.042 -0.042
H 9.435 -11.386 -0.646
H 9.634 -9.659 -0.279
H 8.798 -10.163 -1.769
H 5.409 -10.538 0.954
H 3.772 -8.655 0.951
H 6.550 -6.229 -1.159
H 8.203 -8.052 -1.127
H 5.062 -3.149 -1.670
H 3.894 -0.968 -1.788
H -1.034 -3.265 1.851
H -0.309 -5.649 1.575
H 1.851 -6.106 0.455

Cartesian forces (eV/Å) of the 3 atoms listed first:
Pt -0.030 -0.007 0.221
O 0.037 0.002 -0.006
C -0.020 -0.025 -0.009

***

Record 4
Entry from OMol25: a molecular structure, C30H23BrN6O2Pd at a distorted geometry (ωB97M-V/def2-TZVPD).

Results
2S+1 ... 1
LUMO level (alpha / beta) ... -0.3 / -0.3 eV
Energy relative to the best compared isomer or geometry (same formula, charge and spin) ... 278.9 kJ/mol

Cartesian coordinates (Å):
Pd 0.456 0.331 -0.922
C 1.358 3.532 -1.434
N 0.025 2.936 -1.502
C -1.043 3.552 -0.756
C -1.986 2.478 -0.275
N -1.724 1.438 0.492
C -2.825 0.569 0.484
C -3.108 -0.591 1.200
C -4.335 -1.170 0.980
C -5.271 -0.612 0.088
C -5.003 0.553 -0.592
C -3.755 1.126 -0.369
N -3.183 2.309 -0.813
C 2.335 2.602 -0.759
N 2.405 1.334 -1.059
C 3.397 0.817 -0.219
C 3.839 -0.494 -0.085
C 4.809 -0.744 0.871
C 5.331 0.284 1.676
C 4.898 1.592 1.551
C 3.918 1.832 0.591
N 3.231 2.973 0.213
H 1.342 4.501 -0.929
H 1.706 3.708 -2.450
H -0.250 2.740 -2.445
H -1.633 4.276 -1.329
H -0.620 4.091 0.082
H -2.404 -1.021 1.895
H -4.582 -2.086 1.502
H -6.222 -1.107 -0.064
H -5.719 0.996 -1.274
H -3.616 2.976 -1.430
H 3.395 -1.273 -0.695
H 5.172 -1.755 1.016
H 6.079 0.048 2.426
H 5.290 2.376 2.191
H 3.327 3.886 0.619
Br -3.758 -2.735 -2.204
C -2.258 -3.903 -2.166
C -2.575 -5.242 -2.376
C -1.577 -6.201 -2.410
C -0.255 -5.819 -2.241
C 0.049 -4.485 -2.030
C -0.933 -3.491 -1.978
C -0.433 -2.074 -1.692
O -1.269 -1.181 -1.379
O 0.801 -1.887 -1.754
H -3.611 -5.523 -2.515
H -1.838 -7.241 -2.573
H 0.537 -6.559 -2.276
H 1.070 -4.157 -1.898
N 3.426 0.495 4.855
C 2.615 0.640 4.054
C 1.564 0.840 3.080
C 1.014 2.113 2.913
C -0.029 2.311 2.032
C -0.531 1.244 1.289
C -0.003 -0.042 1.470
C 1.044 -0.228 2.365
H 1.395 2.940 3.500
H -0.489 3.290 1.965
H -0.457 -0.892 0.993
H 1.466 -1.216 2.497

Cartesian forces (eV/Å) of the 3 atoms listed first:
Pd 0.242 0.430 0.853
C 0.064 -0.208 0.172
N 0.095 0.637 -0.132

***

Q: Which formula does entry 2 have?
A: C30H22IN2O10PbS2

***

Q: Look up the 2S+1 of the second one.
A: 2